#P
The following is a quantum chemistry calculation of H16O8Sn as an isolated structure, from the Open Molecules 2025 dataset.

Properties
* charge: +2
* LUMO energy: -6.51 eV
* M: 262.8 g/mol
* orbital gap: 0.3997 Eh

Each line ends with the Löwdin charge.
Cartesian coordinates (Å):
Sn (-0.07, 0.40, -0.16)  1.67
O (0.31, -1.91, -1.20)  -0.10
H (1.16, -2.27, -1.39)  0.06
H (-0.03, -1.96, -2.09)  0.08
O (2.16, -1.01, 0.65)  -0.08
H (2.92, -0.56, 0.98)  0.06
H (1.99, -1.85, 1.08)  0.08
O (1.47, 0.87, -2.45)  -0.05
H (2.35, 0.51, -2.44)  0.08
H (1.11, 0.60, -3.24)  0.02
O (-1.88, -1.44, 0.63)  -0.13
H (-2.86, -1.48, 0.85)  0.12
H (-1.65, -2.37, 0.63)  0.07
O (1.62, 2.05, 0.87)  -0.11
H (2.36, 1.83, 1.43)  0.07
H (1.93, 2.76, 0.30)  0.08
O (-1.68, 0.83, -2.02)  -0.11
H (-2.58, 0.70, -2.31)  0.08
H (-1.48, 1.60, -2.53)  0.07
O (-1.98, 1.62, 1.11)  -0.14
H (-2.00, 1.25, 2.02)  0.06
H (-2.96, 1.47, 0.88)  0.12
O (0.04, -0.32, 2.48)  -0.07
H (-0.81, -0.64, 2.71)  0.03
H (0.56, -0.64, 3.19)  0.06



#Q
The following is a quantum chemistry calculation of H16O8Sn as an isolated structure, from the Open Molecules 2025 dataset.

Properties
* charge: +2
* LUMO energy: -6.45 eV
* M: 262.8 g/mol
* orbital gap: 0.3978 Eh

Each line ends with the Löwdin charge.
Cartesian coordinates (Å):
Sn (22.21, -1.89, 1.59)  1.65
O (20.51, -1.65, -0.55)  -0.13
H (19.61, -1.31, -0.72)  0.08
H (20.80, -2.03, -1.41)  0.08
O (23.16, -3.47, -0.33)  -0.08
H (23.69, -3.51, -1.13)  0.09
H (22.79, -4.32, -0.30)  0.03
O (21.97, -2.97, 4.12)  -0.07
H (22.73, -3.11, 4.67)  0.08
H (21.30, -2.81, 4.76)  0.06
O (19.75, -1.42, 2.75)  -0.07
H (18.94, -1.29, 2.32)  0.04
H (19.56, -2.16, 3.32)  0.05
O (24.48, -2.60, 2.32)  -0.06
H (24.53, -3.53, 2.27)  0.06
H (25.00, -2.45, 1.57)  0.05
O (21.33, -4.44, 1.69)  -0.14
H (20.37, -4.66, 1.49)  0.12
H (21.45, -4.84, 2.58)  0.07
O (23.16, -0.22, -0.09)  -0.13
H (23.65, -0.38, -0.92)  0.10
H (23.45, 0.56, 0.43)  0.08
O (23.06, -0.10, 3.27)  -0.12
H (22.78, 0.82, 3.19)  0.09
H (22.96, -0.17, 4.24)  0.09



Stability, lowest: #P



#P
The following is a quantum chemistry calculation of a 2-piece molecular cluster, C4H12BN overall, from the Open Molecules 2025 dataset.

Properties
* LUMO energy (spin up / spin down): 0.27 / -0.64 eV
* M: 85.0 g/mol
* orbital gap (spin up / spin down): 0.3521 / 0.2814 Eh

Each line ends with the Löwdin charge.
Cartesian coordinates (Å):
B (-0.06, -2.16, -0.04)  -0.24
C (2.56, 0.39, 0.35)  -0.13
C (-2.02, 1.12, 0.50)  -0.09
C (1.46, 0.65, -0.69)  0.03
C (-1.88, -0.21, -0.31)  -0.24
N (-0.54, -0.84, -0.03)  0.05
H (1.09, -2.47, -0.11)  0.01
H (-0.82, -3.03, -0.11)  0.01
H (2.11, 0.86, 1.22)  0.08
H (2.64, -0.64, 0.59)  0.04
H (3.53, 0.58, -0.06)  0.07
H (-1.39, 1.02, 1.41)  0.07
H (-1.55, 1.99, -0.01)  0.06
H (-2.94, 1.48, 0.83)  0.03
H (0.80, 1.36, -0.26)  0.01
H (1.22, 0.45, -1.77)  0.08
H (-2.63, -0.86, -0.01)  0.09
H (-1.89, -0.02, -1.34)  0.08



#Q
The following is a quantum chemistry calculation of a 2-piece molecular cluster, C4H12BN overall, from the Open Molecules 2025 dataset.

Properties
* LUMO energy (spin up / spin down): 0.37 / 0.59 eV
* M: 85.0 g/mol
* orbital gap (spin up / spin down): 0.3088 / 0.2505 Eh

Each line ends with the Löwdin charge.
Cartesian coordinates (Å):
B (0.91, -0.58, -0.27)  -0.24
C (-3.15, -0.18, 0.22)  -0.21
C (2.47, 1.17, 0.46)  -0.14
C (-2.32, 0.81, -0.44)  -0.07
C (2.24, 0.13, -0.65)  -0.22
N (0.44, -1.85, 0.05)  0.13
H (-3.53, -0.90, -0.65)  0.11
H (-2.71, -0.73, 0.99)  0.02
H (-4.03, 0.44, 0.71)  0.11
H (3.15, 1.85, 0.17)  0.01
H (1.61, 1.78, 0.66)  0.06
H (2.99, 0.65, 1.35)  0.11
H (-1.71, 0.49, -1.19)  -0.02
H (-1.83, 1.45, 0.17)  -0.01
H (1.95, 0.71, -1.66)  0.14
H (2.97, -0.63, -0.71)  0.07
H (-0.51, -2.04, 0.38)  0.06
H (1.08, -2.57, 0.41)  0.08



Stability, lowest: #Q



#P
The following is a quantum chemistry calculation of the molecule C6H11N3, from the Open Molecules 2025 dataset.

Properties
* LUMO energy: 0.94 eV
* M: 125.2 g/mol
* orbital gap: 0.3474 Eh

Each line ends with the Löwdin charge.
Cartesian coordinates (Å):
H (-1.98, -1.74, 2.19)  0.04
N (-1.88, -1.33, 1.26)  0.11
C (-0.63, -1.07, 1.04)  -0.48
N (0.30, -1.43, 1.97)  0.11
C (-0.26, -0.43, -0.27)  -0.20
C (-0.93, -1.05, -1.46)  -0.06
C (0.62, 0.59, -0.32)  -0.36
C (1.25, 1.24, 0.89)  -0.04
N (1.02, 1.13, -1.53)  0.04
C (0.30, 2.12, -1.94)  0.00
H (0.04, -2.19, 2.58)  0.10
H (1.24, -1.55, 1.60)  0.10
H (-0.86, -2.14, -1.42)  0.08
H (-0.48, -0.74, -2.41)  0.07
H (-1.99, -0.77, -1.49)  0.08
H (1.45, 2.30, 0.70)  0.08
H (0.61, 1.20, 1.77)  0.08
H (2.21, 0.76, 1.12)  0.08
H (0.54, 2.61, -2.89)  0.07
H (-0.57, 2.52, -1.38)  0.10



#Q
The following is a quantum chemistry calculation of the molecule C6H11N3, from the Open Molecules 2025 dataset.

Properties
* LUMO energy: 0.90 eV
* M: 125.2 g/mol
* orbital gap: 0.3104 Eh

Each line ends with the Löwdin charge.
Cartesian coordinates (Å):
C (1.55, 1.63, 2.10)  -0.10
N (0.47, 1.39, 1.63)  0.01
N (0.19, 0.36, 0.86)  -0.17
C (1.15, -0.41, 0.06)  -0.12
C (0.34, -1.23, -0.75)  -0.32
C (0.57, -1.98, -1.80)  0.06
C (-1.08, -1.02, -0.25)  -0.16
N (-1.10, 0.22, 0.42)  -0.18
C (-1.59, 1.37, -0.37)  -0.04
H (1.63, 2.51, 2.67)  0.04
H (2.58, 1.21, 1.90)  0.08
H (1.76, -0.89, 0.84)  0.14
H (1.76, 0.14, -0.59)  0.12
H (1.53, -2.08, -2.25)  0.06
H (-0.38, -2.37, -2.22)  0.07
H (-1.85, -1.30, -1.09)  0.16
H (-1.35, -1.79, 0.50)  0.13
H (-1.53, 2.25, 0.38)  0.11
H (-0.98, 1.55, -1.15)  0.03
H (-2.56, 1.07, -0.79)  0.09



#R
The following is a quantum chemistry calculation of the molecule C6H11N3, from the Open Molecules 2025 dataset.

Properties
* LUMO energy: 0.92 eV
* M: 125.2 g/mol
* orbital gap: 0.3410 Eh

Each line ends with the Löwdin charge.
Cartesian coordinates (Å):
C (-1.64, -1.74, -0.62)  -0.07
C (-0.98, -0.86, -1.62)  -0.23
C (-0.47, 0.49, -1.17)  -0.21
C (-0.43, 0.87, 0.37)  -0.09
C (1.08, 1.03, 0.66)  -0.39
N (1.58, 1.59, 1.95)  0.05
C (1.72, -0.30, 0.37)  -0.10
N (1.32, -1.09, -0.59)  0.06
N (0.44, -0.54, -1.47)  -0.09
H (-1.00, -1.85, 0.35)  0.10
H (-2.63, -1.40, -0.27)  0.09
H (-1.66, -2.76, -0.97)  0.07
H (-1.37, -0.89, -2.62)  0.13
H (-0.58, 1.30, -1.81)  0.11
H (-1.08, 1.72, 0.66)  0.12
H (-0.71, 0.02, 0.99)  0.08
H (1.38, 1.78, -0.11)  0.15
H (1.35, 0.91, 2.63)  0.04
H (1.15, 2.44, 2.23)  0.06
H (2.54, -0.69, 1.03)  0.12



#S
The following is a quantum chemistry calculation of the molecule C6H11N3, from the Open Molecules 2025 dataset.

Properties
* LUMO energy: 0.83 eV
* M: 125.2 g/mol
* orbital gap: 0.3462 Eh

Each line ends with the Löwdin charge.
Cartesian coordinates (Å):
H (-1.44, 2.26, -1.14)  0.02
N (-0.46, 2.52, -1.30)  0.10
C (0.34, 1.56, -0.85)  -0.46
N (1.71, 1.67, -0.74)  0.11
C (-0.16, 0.29, -0.38)  -0.15
C (0.22, -0.46, 0.64)  -0.27
C (1.35, -0.36, 1.62)  -0.03
C (-0.71, -1.56, 0.83)  -0.20
N (-1.54, -1.72, -0.41)  -0.02
C (-1.34, -0.43, -1.17)  -0.12
H (2.19, 0.82, -0.80)  0.06
H (2.19, 2.60, -1.11)  0.16
H (0.91, -0.53, 2.63)  0.09
H (1.99, 0.51, 1.59)  0.06
H (1.98, -1.23, 1.33)  0.10
H (-0.07, -2.40, 1.11)  0.12
H (-1.29, -1.46, 1.73)  0.12
H (-2.48, -1.87, -0.22)  0.07
H (-2.28, 0.21, -1.05)  0.11
H (-1.10, -0.43, -2.30)  0.13



Stability, lowest: #Q



#P
The following is a quantum chemistry calculation of the molecule C4H12N4, from the Open Molecules 2025 dataset.

Properties
* LUMO energy: 0.98 eV
* M: 116.2 g/mol
* orbital gap: 0.3393 Eh

Each line ends with the Löwdin charge.
Cartesian coordinates (Å):
C (1.66, -1.38, -0.70)  -0.08
C (0.87, -0.13, -0.49)  -0.16
N (-0.62, -0.28, -1.49)  0.05
C (-1.25, 0.47, -0.44)  -0.43
N (-1.21, 1.90, -0.68)  0.03
C (-0.10, 0.02, 0.65)  -0.56
N (-0.45, -1.22, 1.31)  0.08
N (0.21, 1.08, 1.57)  0.07
H (2.19, -1.66, 0.21)  0.08
H (0.97, -2.20, -0.95)  0.08
H (2.37, -1.27, -1.52)  0.08
H (1.41, 0.79, -0.75)  0.13
H (-0.88, 0.08, -2.41)  0.08
H (-2.25, 0.16, -0.11)  0.12
H (-1.13, 2.43, 0.19)  0.06
H (-0.39, 2.17, -1.23)  0.06
H (-0.71, -1.91, 0.61)  0.08
H (-1.27, -1.10, 1.89)  0.07
H (-0.50, 1.15, 2.29)  0.08
H (1.08, 0.89, 2.07)  0.08



#Q
The following is a quantum chemistry calculation of the molecule C4H12N4, from the Open Molecules 2025 dataset.

Properties
* LUMO energy: 0.98 eV
* M: 116.2 g/mol
* orbital gap: 0.2854 Eh

Each line ends with the Löwdin charge.
Cartesian coordinates (Å):
C (-2.04, 1.25, 0.36)  -0.10
N (-1.94, -0.14, 0.06)  -0.24
N (-3.15, -0.88, -0.28)  0.07
C (-0.67, -0.45, -0.42)  -0.19
N (0.28, 0.40, -0.15)  0.03
N (1.61, -0.10, -0.18)  -0.32
C (2.81, 0.80, -0.34)  -0.06
C (1.92, -1.31, 0.50)  -0.11
H (-2.95, 1.28, 0.98)  0.09
H (-1.23, 1.52, 0.99)  0.06
H (-2.15, 1.92, -0.45)  0.07
H (-3.55, -0.45, -1.13)  0.09
H (-3.76, -0.80, 0.47)  0.04
H (-0.51, -1.29, -1.12)  0.14
H (2.58, 1.59, -1.07)  0.07
H (3.08, 1.32, 0.64)  0.09
H (3.54, 0.04, -0.61)  0.07
H (1.02, -1.77, 0.84)  0.08
H (2.71, -1.01, 1.15)  0.06
H (2.39, -1.93, -0.25)  0.07



Stability, lowest: #Q



#P
The following is a quantum chemistry calculation of a 2-piece molecular cluster, C4H12N4 overall, from the Open Molecules 2025 dataset.

Properties
* LUMO energy: 1.02 eV
* M: 116.2 g/mol
* orbital gap: 0.3504 Eh

Each line ends with the Löwdin charge.
Cartesian coordinates (Å):
H (1.13, 1.58, 1.26)  0.03
N (0.22, 1.91, 0.95)  0.08
C (-0.60, 0.91, 0.90)  -0.49
C (-2.04, 1.17, 0.55)  -0.04
N (-0.32, -0.40, 1.52)  -0.08
N (1.00, -0.74, 1.85)  0.00
H (-2.08, 1.67, -0.43)  0.08
H (-2.61, 0.24, 0.48)  0.07
H (-2.50, 1.82, 1.29)  0.08
H (-1.06, -1.10, 1.60)  0.12
H (1.43, -0.04, 2.44)  0.07
H (1.56, -0.72, 0.98)  0.06
C (1.06, -1.94, -1.92)  -0.01
C (0.36, -0.96, -1.32)  -0.33
N (0.79, 0.37, -1.32)  0.00
H (0.59, -2.88, -2.17)  0.04
H (2.05, -1.77, -2.32)  0.05
H (-0.69, -1.11, -1.12)  0.09
H (0.64, 1.33, -0.99)  0.06
H (1.09, 0.66, -2.25)  0.09



#Q
The following is a quantum chemistry calculation of the molecule C4H12N4, from the Open Molecules 2025 dataset.

Properties
* LUMO energy: 0.81 eV
* M: 116.2 g/mol
* orbital gap: 0.3281 Eh

Each line ends with the Löwdin charge.
Cartesian coordinates (Å):
C (-0.18, -0.38, -0.90)  -0.19
C (-1.48, -1.19, -1.05)  -0.28
C (2.26, 1.57, 0.17)  -0.06
N (-0.07, 0.28, 0.41)  -0.22
C (1.51, 0.55, 0.95)  -0.49
N (-0.94, 1.43, 0.48)  0.07
N (-1.66, -2.28, -0.10)  0.00
N (1.62, -0.22, 1.90)  0.06
H (-0.82, 1.82, 1.41)  0.09
H (-1.90, 1.11, 0.43)  0.07
H (0.18, -0.42, 1.39)  0.15
H (-0.92, -2.97, -0.18)  0.07
H (-1.65, -1.95, 0.86)  0.06
H (0.67, -1.06, -0.98)  0.12
H (-0.11, 0.38, -1.68)  0.12
H (-1.50, -1.61, -2.06)  0.11
H (-2.35, -0.53, -0.98)  0.10
H (3.20, 1.80, 0.68)  0.08
H (1.67, 2.48, 0.06)  0.07
H (2.48, 1.19, -0.83)  0.07



Stability, lowest: #Q



#P
The following is a quantum chemistry calculation of a 2-piece molecular cluster, C4H12O overall, from the Open Molecules 2025 dataset.

Properties
* LUMO energy: 1.06 eV
* M: 76.1 g/mol
* orbital gap: 0.4131 Eh

Each line ends with the Löwdin charge.
Cartesian coordinates (Å):
C (1.41, -0.27, -0.71)  -0.09
C (0.84, -1.59, -1.16)  -0.28
O (1.65, -2.71, -0.59)  -0.16
H (2.02, 0.26, -1.55)  0.11
H (2.18, -0.56, 0.05)  0.08
H (0.73, 0.48, -0.36)  0.01
H (-0.20, -1.94, -0.56)  0.16
H (0.74, -1.88, -2.17)  0.08
H (2.55, -2.29, -0.66)  0.08
C (-0.92, 1.84, 0.82)  -0.20
C (-1.98, 0.77, 1.01)  -0.19
H (-0.12, 1.44, 1.54)  0.09
H (-0.75, 2.01, -0.25)  0.07
H (-1.21, 2.75, 1.31)  0.05
H (-2.89, 1.13, 0.50)  0.07
H (-2.32, 0.83, 2.07)  0.07
H (-1.75, -0.26, 0.70)  0.05



#Q
The following is a quantum chemistry calculation of a 2-piece molecular cluster, C4H12O overall, from the Open Molecules 2025 dataset.

Properties
* LUMO energy: 0.90 eV
* M: 76.1 g/mol
* orbital gap: 0.4354 Eh

Each line ends with the Löwdin charge.
Cartesian coordinates (Å):
C (1.42, -1.51, 0.43)  -0.10
C (0.96, -0.02, 0.43)  -0.28
C (0.03, 0.44, -0.76)  -0.25
C (-0.28, 1.92, -0.60)  -0.12
H (1.81, -1.82, -0.51)  0.05
H (0.45, -2.01, 0.68)  0.07
H (2.26, -1.69, 1.16)  0.08
H (1.89, 0.59, 0.45)  0.10
H (0.55, 0.39, 1.36)  0.10
H (0.60, 0.17, -1.65)  0.10
H (-0.76, -0.27, -0.83)  0.07
H (-0.77, 2.49, -1.43)  0.08
H (0.53, 2.55, -0.39)  0.04
H (-0.92, 2.15, 0.27)  0.07
O (-2.75, -1.47, 0.42)  -0.07
H (-2.11, -1.25, 1.10)  0.03
H (-2.91, -0.66, -0.11)  0.05



Stability, lowest: #P